Entry 1:
Here is an isolated molecule of C4H9NO2 at a distorted geometry from the Open Molecules 2025 dataset. Energies are from the ωB97M-V functional and the def2-TZVPD basis.

XYZ file:
```
16
Properties=species:S:1:pos:R:3:lowdin_charge:R:1
C -2.022 0.225 -0.620 -0.09
C -0.561 0.501 -0.314 -0.25
C 0.488 -0.522 0.000 -0.34
N -0.155 -1.558 0.857 0.07
C 1.652 0.218 0.535 -0.40
O 2.461 -0.179 1.349 0.12
O 1.901 1.389 -0.261 0.08
H -2.001 -0.633 -1.256 0.07
H -2.536 -0.141 0.206 0.04
H -2.390 1.143 -1.082 0.09
H -0.205 0.972 -1.273 0.13
H -0.520 1.326 0.332 0.10
H 0.824 -1.091 -0.906 0.18
H -0.315 -1.017 1.737 0.11
H 0.598 -2.194 0.985 0.06
H 2.781 1.563 -0.288 0.05
```

Output
net charge	0
SMILES	CC[C@H](N)C(=O)O
energy relative to the best compared isomer or geometry (same formula, charge and spin)	167.0	kJ/mol
E_tot	-9878.329	eV



Entry 2:
Here is a cluster of 2 separate species, C4H9NO2 in total at a distorted geometry from the Open Molecules 2025 dataset. Energies are from the ωB97M-V functional and the def2-TZVPD basis.

XYZ file:
```
16
Properties=species:S:1:pos:R:3:lowdin_charge:R:1
C 1.093 -1.849 1.618 0.01
C 0.407 -1.277 0.381 -0.49
O 0.833 -1.365 -0.745 0.11
N -0.850 -0.809 0.706 -0.07
O -1.305 -0.428 1.782 0.04
H 2.074 -2.201 1.311 0.08
H 1.186 -1.068 2.371 0.08
H 0.513 -2.669 2.039 0.09
C 0.137 1.674 -1.580 -0.15
C -1.109 1.318 -0.827 -0.13
H -0.065 1.869 -2.635 0.07
H 0.894 0.891 -1.580 0.05
H 0.625 2.557 -1.164 0.07
H -1.215 1.814 0.135 0.07
H -2.024 1.425 -1.407 0.07
H -1.196 0.116 -0.405 0.09
```

Output
net charge	0
SMILES	CC(=O)N=O.CC
energy relative to the best compared isomer or geometry (same formula, charge and spin)	524.7	kJ/mol
E_tot	-9874.622	eV



Entry 3:
Here is an isolated molecule of C4H9NO2 from the Open Molecules 2025 dataset. Energies are from the ωB97M-V functional and the def2-TZVPD basis.

XYZ file:
```
16
Properties=species:S:1:pos:R:3:lowdin_charge:R:1
C -1.952 -0.889 -0.393 -0.06
C -0.668 -0.083 -0.498 -0.45
O -1.011 1.221 -0.900 -0.05
C 0.091 -0.074 0.849 -0.13
N 1.540 -0.152 0.716 0.02
C 2.248 0.759 0.020 -0.34
O 1.763 1.714 -0.570 0.01
H -1.728 -1.946 -0.210 0.08
H -2.520 -0.807 -1.324 0.08
H -2.579 -0.516 0.425 0.09
H -0.011 -0.559 -1.246 0.14
H -0.172 1.714 -0.938 0.06
H -0.185 0.849 1.376 0.14
H -0.211 -0.919 1.475 0.12
H 2.035 -0.915 1.150 0.13
H 3.335 0.563 0.026 0.13
```

Output
net charge	0
SMILES	C[C@@H](O)CNC=O
energy relative to the best compared isomer or geometry (same formula, charge and spin)	70.9	kJ/mol
E_tot	-9879.325	eV



Entry 4:
Here is an isolated molecule of C4H9NO2 at a distorted geometry from the Open Molecules 2025 dataset. Energies are from the ωB97M-V functional and the def2-TZVPD basis.

XYZ file:
```
16
Properties=species:S:1:pos:R:3:lowdin_charge:R:1
N 1.820 0.542 0.892 0.14
C 0.898 -0.456 1.007 -0.57
O 0.552 -0.664 2.162 0.04
C 0.277 -1.162 -0.164 -0.11
C -1.133 -0.610 -0.417 -0.18
C -1.155 0.809 -0.980 -0.28
O -0.829 1.807 -0.038 -0.06
H 2.459 0.690 0.115 0.12
H 1.945 0.646 1.917 0.14
H 0.887 -1.115 -1.077 0.12
H 0.206 -2.207 0.148 0.12
H -1.648 -1.275 -1.119 0.11
H -1.695 -0.624 0.525 0.12
H -0.514 0.860 -1.879 0.12
H -2.176 1.034 -1.297 0.12
H 0.105 1.725 0.205 0.05
```

Output
net charge	0
SMILES	NC(=O)CCCO
energy relative to the best compared isomer or geometry (same formula, charge and spin)	105.2	kJ/mol
E_tot	-9878.970	eV



Entry 5:
Here is a cluster of 2 separate species, C4H9NO2 in total at a distorted geometry from the Open Molecules 2025 dataset. Energies are from the ωB97M-V functional and the def2-TZVPD basis.

XYZ file:
```
16
Properties=species:S:1:pos:R:3:lowdin_charge:R:1
C 1.145 -1.318 0.458 -0.39
O 0.634 -2.017 1.440 -0.09
C 0.643 0.194 0.379 0.00
C -0.853 0.470 0.528 -0.01
C -0.333 0.712 -0.890 -0.47
N -0.438 2.158 -1.152 0.13
O -0.807 -0.181 -1.778 0.04
H 2.189 -1.171 0.547 0.11
H 1.078 -1.571 -0.582 0.10
H 0.242 -1.093 4.105 0.02
H 1.229 0.844 0.954 0.11
H 0.759 -0.924 3.677 0.01
H -1.167 1.385 1.223 0.16
H -1.512 -0.290 0.594 0.08
H -0.941 2.157 -2.018 0.08
H -1.044 2.790 -0.582 0.11
```

Output
net charge	0
energy relative to the best compared isomer or geometry (same formula, charge and spin)	936.0	kJ/mol
E_tot	-9870.360	eV



Entry 6:
Here is an isolated molecule of C4H9NO2 from the Open Molecules 2025 dataset. Energies are from the ωB97M-V functional and the def2-TZVPD basis.

XYZ file:
```
16
Properties=species:S:1:pos:R:3:lowdin_charge:R:1
C -1.748 -0.133 -1.174 -0.05
C -0.569 0.477 -0.429 -0.45
O -0.982 1.534 0.432 -0.05
C 0.151 -0.554 0.460 -0.06
C 1.560 -0.909 0.010 -0.54
N 2.379 0.168 -0.202 0.15
O 1.936 -2.054 -0.157 0.05
H -2.509 -0.471 -0.461 0.09
H -1.425 -0.991 -1.774 0.09
H -2.206 0.597 -1.853 0.08
H 0.142 0.872 -1.170 0.13
H -1.492 2.162 -0.095 0.09
H 0.208 -0.131 1.470 0.13
H -0.407 -1.491 0.523 0.12
H 3.354 -0.022 -0.378 0.11
H 2.123 1.088 0.121 0.10
```

Output
net charge	0
SMILES	C[C@@H](O)CC(N)=O
energy relative to the best compared isomer or geometry (same formula, charge and spin)	53.1	kJ/mol
E_tot	-9879.510	eV



Entry 7:
Here is an isolated molecule of C4H9NO2 from the Open Molecules 2025 dataset. Energies are from the ωB97M-V functional and the def2-TZVPD basis.

XYZ file:
```
16
Properties=species:S:1:pos:R:3:lowdin_charge:R:1
C -1.740 -0.542 1.742 -0.08
N -0.561 0.012 1.099 0.00
C 0.434 -0.774 0.566 -0.51
O 0.657 -1.882 0.983 0.07
C 1.246 -0.137 -0.555 -0.09
C 0.475 0.459 -1.717 -0.24
O 1.025 1.683 -2.214 -0.08
H -2.554 -0.836 1.072 0.08
H -1.443 -1.452 2.255 0.08
H -2.106 0.167 2.463 0.07
H -0.657 0.967 0.778 0.13
H 1.927 -0.920 -0.883 0.12
H 1.875 0.585 -0.032 0.13
H -0.570 0.639 -1.472 0.11
H 0.579 -0.189 -2.580 0.12
H 1.414 2.219 -1.505 0.08
```

Output
net charge	0
SMILES	CNC(=O)CCO
energy relative to the best compared isomer or geometry (same formula, charge and spin)	118.5	kJ/mol
E_tot	-9878.833	eV



Entry 8:
Here is a cluster of 2 separate species, C4H9NO2 in total from the Open Molecules 2025 dataset. Energies are from the ωB97M-V functional and the def2-TZVPD basis.

XYZ file:
```
16
Properties=species:S:1:pos:R:3:lowdin_charge:R:1
O -1.286 0.825 -2.161 0.04
C -1.721 0.070 -1.304 -0.30
N -1.516 0.199 0.059 0.08
C -0.411 0.630 0.534 -0.14
C 0.839 1.037 -0.224 -0.25
O 0.526 2.312 -0.732 -0.05
H -2.428 -0.737 -1.549 0.13
H -0.397 0.785 1.613 0.13
H 1.682 1.153 0.465 0.12
H 1.116 0.317 -1.011 0.12
H -0.171 2.129 -1.389 0.06
C 0.763 -1.735 1.138 -0.04
H 0.541 -2.663 1.647 0.03
H 1.292 -1.062 1.826 0.04
H 1.379 -1.891 0.251 0.04
H -0.205 -1.369 0.839 -0.01
```

Output
net charge	0
SMILES	O=C/N=C\CO.C
energy relative to the best compared isomer or geometry (same formula, charge and spin)	253.2	kJ/mol
E_tot	-9877.436	eV



Entry 9:
Here is a cluster of 2 separate species, C4H9NO2 in total from the Open Molecules 2025 dataset. Energies are from the ωB97M-V functional and the def2-TZVPD basis.

XYZ file:
```
16
Properties=species:S:1:pos:R:3:lowdin_charge:R:1
C -1.717 0.886 0.628 -0.09
C -1.831 -0.563 0.175 -0.24
N -0.524 -1.202 0.072 0.09
C 0.294 -1.542 0.897 -0.32
O 1.161 -1.911 1.597 0.15
H -1.119 1.462 -0.085 0.07
H -2.713 1.334 0.708 0.08
H -1.235 0.948 1.610 0.08
H -2.455 -1.145 0.862 0.11
H -2.295 -0.619 -0.813 0.11
C 2.388 0.490 -0.951 -0.17
O 1.151 0.615 -1.618 -0.13
H 3.077 -0.199 -1.463 0.08
H 2.851 1.480 -0.930 0.08
H 2.276 0.147 0.089 0.06
H 0.637 -0.181 -1.423 0.04
```

Output
net charge	0
SMILES	CCN=C=O.CO
energy relative to the best compared isomer or geometry (same formula, charge and spin)	143.4	kJ/mol
E_tot	-9878.574	eV



Entry 10:
Here is an isolated molecule of C4H9NO2 from the Open Molecules 2025 dataset. Energies are from the ωB97M-V functional and the def2-TZVPD basis.

XYZ file:
```
16
Properties=species:S:1:pos:R:3:lowdin_charge:R:1
C 0.267 0.358 -2.501 -0.11
C -0.263 -0.195 -1.182 -0.24
C 0.755 -0.029 -0.065 -0.19
O 0.265 -0.527 1.188 -0.01
C -0.613 0.285 1.815 -0.63
N -1.063 -0.291 2.966 0.17
O -0.972 1.369 1.404 0.08
H 1.201 -0.131 -2.799 0.07
H -0.457 0.200 -3.306 0.07
H 0.463 1.434 -2.425 0.08
H -1.173 0.341 -0.899 0.11
H -0.517 -1.258 -1.276 0.12
H 1.655 -0.618 -0.262 0.13
H 1.029 1.024 0.056 0.13
H -0.589 -1.095 3.347 0.11
H -1.570 0.315 3.592 0.11
```

Output
net charge	0
SMILES	CCCOC(N)=O
energy relative to the best compared isomer or geometry (same formula, charge and spin)	13.3	kJ/mol
E_tot	-9879.923	eV



Please write out number 3 again, unchanged.
Here is an isolated molecule of C4H9NO2 from the Open Molecules 2025 dataset. Energies are from the ωB97M-V functional and the def2-TZVPD basis.

XYZ file:
```
16
Properties=species:S:1:pos:R:3:lowdin_charge:R:1
C -1.952 -0.889 -0.393 -0.06
C -0.668 -0.083 -0.498 -0.45
O -1.011 1.221 -0.900 -0.05
C 0.091 -0.074 0.849 -0.13
N 1.540 -0.152 0.716 0.02
C 2.248 0.759 0.020 -0.34
O 1.763 1.714 -0.570 0.01
H -1.728 -1.946 -0.210 0.08
H -2.520 -0.807 -1.324 0.08
H -2.579 -0.516 0.425 0.09
H -0.011 -0.559 -1.246 0.14
H -0.172 1.714 -0.938 0.06
H -0.185 0.849 1.376 0.14
H -0.211 -0.919 1.475 0.12
H 2.035 -0.915 1.150 0.13
H 3.335 0.563 0.026 0.13
```

Output
net charge	0
SMILES	C[C@@H](O)CNC=O
energy relative to the best compared isomer or geometry (same formula, charge and spin)	70.9	kJ/mol
E_tot	-9879.325	eV



Copy entry 7 word for word.
Here is an isolated molecule of C4H9NO2 from the Open Molecules 2025 dataset. Energies are from the ωB97M-V functional and the def2-TZVPD basis.

XYZ file:
```
16
Properties=species:S:1:pos:R:3:lowdin_charge:R:1
C -1.740 -0.542 1.742 -0.08
N -0.561 0.012 1.099 0.00
C 0.434 -0.774 0.566 -0.51
O 0.657 -1.882 0.983 0.07
C 1.246 -0.137 -0.555 -0.09
C 0.475 0.459 -1.717 -0.24
O 1.025 1.683 -2.214 -0.08
H -2.554 -0.836 1.072 0.08
H -1.443 -1.452 2.255 0.08
H -2.106 0.167 2.463 0.07
H -0.657 0.967 0.778 0.13
H 1.927 -0.920 -0.883 0.12
H 1.875 0.585 -0.032 0.13
H -0.570 0.639 -1.472 0.11
H 0.579 -0.189 -2.580 0.12
H 1.414 2.219 -1.505 0.08
```

Output
net charge	0
SMILES	CNC(=O)CCO
energy relative to the best compared isomer or geometry (same formula, charge and spin)	118.5	kJ/mol
E_tot	-9878.833	eV